Entry from the Open Molecules 2025 dataset: 4 unconnected molecules or ions with the total composition C18H24N4O6 (wB97M-V/def2-TZVPD).

Computed properties:
Lowest unoccupied orbital energy (eV): -1.9644
SMILES: O=[N+]([O-])c1ccccc1.O=[N+]([O-])c1ccccc1.CN(C)C=O.CN(C)C=O
HOMO-LUMO gap (eV): 7.1586
Relative energy (zero: lowest compared OMol25 entry of this formula, charge and spin) (kcal per mole): 336.5

CARTESIAN COORDINATES (ANGSTROEM)
C (-1.25, -3.73, 2.90)
H (0.36, -1.86, -5.49)
N (-1.46, 4.38, 1.81)
H (3.09, 2.67, -5.96)
C (-0.68, 5.20, 2.85)
H (0.86, -2.61, 3.24)
H (2.05, 1.11, -5.72)
C (-0.20, -0.21, -2.51)
H (-2.79, -6.01, 5.17)
H (0.39, -3.94, -3.73)
H (-2.99, -4.66, 3.00)
H (0.21, 2.81, -4.41)
C (0.13, -3.32, 3.59)
H (-1.35, -3.27, 1.95)
H (-1.27, 5.49, 3.63)
N (0.07, -0.90, -0.02)
C (0.18, -1.79, -4.41)
H (-0.35, 0.82, -2.27)
O (1.52, 2.89, -2.07)
H (0.21, 4.63, 3.42)
H (0.23, 4.16, 0.61)
H (1.21, 4.47, -4.36)
H (1.20, -3.64, 5.51)
H (-0.92, 3.09, 0.01)
C (-0.07, -0.45, -4.01)
C (2.75, 1.87, -5.31)
C (-2.13, -4.55, 3.55)
O (-1.21, -6.44, 7.36)
C (2.27, 2.47, -3.00)
C (-0.02, -1.18, -1.37)
C (-0.56, 3.58, 1.01)
C (0.15, -2.64, -1.85)
O (0.50, -1.72, 0.80)
N (-0.25, -5.93, 6.71)
H (-0.21, 0.35, -4.82)
C (0.96, 3.43, -4.77)
C (0.24, -2.86, -3.38)
H (-3.13, 4.10, 0.79)
H (0.54, -3.40, -1.30)
H (3.68, 1.19, -5.09)
H (3.03, 1.64, -2.81)
O (-0.57, 0.18, 0.44)
O (0.93, -5.93, 7.18)
C (-2.69, 4.70, 1.70)
C (-0.58, -5.12, 5.46)
C (0.39, -4.09, 4.91)
O (-3.30, 5.49, 2.34)
N (2.09, 2.69, -4.24)
H (-0.12, 5.93, 2.41)
H (-0.27, 2.56, 1.59)
C (-1.90, -5.32, 4.81)
H (1.00, 3.63, -5.80)

=====

Entry from the Open Molecules 2025 dataset: a single C5H10O molecule (wB97M-V/def2-TZVPD).

Computed properties:
Lowest unoccupied orbital energy (eV): 0.9337
SMILES: CC(=O)C(C)C
HOMO-LUMO gap (eV): 10.4645
Relative energy (zero: lowest compared OMol25 entry of this formula, charge and spin) (kcal per mole): 0.9

CARTESIAN COORDINATES (ANGSTROEM)
C (2.11, -0.29, -0.14)
H (0.07, -1.29, 1.60)
H (-1.69, 1.63, -0.14)
C (-0.68, -0.56, 1.26)
H (2.12, -1.26, -0.65)
H (-2.58, 0.19, -0.68)
C (-0.48, -0.17, -0.21)
H (-0.64, 0.30, 1.95)
O (0.92, 1.56, -1.07)
C (0.86, 0.49, -0.51)
C (-1.62, 0.71, -0.73)
H (-0.46, -1.09, -0.82)
H (-1.42, 1.00, -1.76)
H (-1.66, -1.02, 1.37)
H (2.14, -0.49, 0.94)
H (2.99, 0.29, -0.43)

=====

Entry from the Open Molecules 2025 dataset: 9 unconnected molecules or ions with the total composition C4H27NO11 (wB97M-V/def2-TZVPD).

Computed properties:
⟨S²⟩: 0.7545
Lowest unoccupied orbital energy (alpha / beta) (eV): -3.0939 / -8.7983
Multiplicity: 2
HOMO-LUMO gap (alpha / beta) (eV): 11.3035 / 5.5889
Relative energy (zero: lowest compared OMol25 entry of this formula, charge and spin) (kcal per mole): 141.4
Net charge: +1

CARTESIAN COORDINATES (ANGSTROEM)
H (1.53, 0.65, 0.81)
H (-1.89, 1.84, 2.09)
H (-2.56, 2.47, -1.51)
H (2.52, 3.88, 1.49)
O (2.40, 1.21, 3.58)
O (1.71, -2.94, 0.07)
H (2.04, 1.60, 2.76)
C (-0.99, 1.23, 2.10)
H (-0.23, 1.96, 2.41)
H (1.89, -3.65, 0.60)
C (-0.98, -0.89, 0.91)
H (0.57, -2.59, -3.30)
H (2.17, -1.28, 2.65)
O (-1.19, -0.56, -4.02)
H (1.20, 0.35, -1.58)
H (-2.49, -1.31, -1.89)
O (1.72, 3.95, 0.88)
H (1.39, 3.03, 0.97)
H (1.51, -3.57, -2.76)
H (-0.95, -0.42, -3.03)
O (-0.05, -1.63, 1.68)
H (2.29, 0.31, 3.63)
H (-1.29, 1.03, -0.98)
H (1.51, -2.07, 3.73)
H (-0.60, 2.55, -0.01)
O (1.24, -2.67, -2.75)
H (1.19, -3.38, -0.67)
O (-2.82, 3.04, -2.15)
O (-3.41, -1.05, -2.24)
H (-2.18, -0.45, -4.10)
H (-3.04, 2.78, -2.94)
H (-0.18, -1.60, -0.73)
H (-0.90, 0.48, 2.93)
C (0.93, 1.16, -0.86)
O (2.35, -1.87, 3.50)
O (1.90, 1.24, 0.11)
N (-0.46, 0.44, 0.90)
H (0.46, -2.27, 1.08)
H (-2.05, -1.11, 1.42)
H (-3.71, -1.82, -2.61)
C (-0.49, 1.37, -0.32)
H (1.00, 2.05, -1.52)
O (-1.07, -1.51, -0.35)

=====

Entry from the Open Molecules 2025 dataset: a gas-phase ion, C5H5O3 (charge -1) (wB97M-V/def2-TZVPD).

Computed properties:
Lowest unoccupied orbital energy (alpha / beta) (eV): 3.8493 / 3.8492
HOMO-LUMO gap (alpha / beta) (eV): 6.1558 / 6.1548
Relative energy (zero: lowest compared OMol25 entry of this formula, charge and spin) (kcal per mole): 122.2
Net charge: -1

CARTESIAN COORDINATES (ANGSTROEM)
C (-2.05, 0.41, -0.06)
C (-1.69, -1.06, -0.18)
C (2.07, 0.96, 0.00)
H (1.95, 1.50, -0.93)
H (2.89, 1.61, 0.40)
O (0.55, -1.88, 0.53)
H (-2.22, -1.88, 0.23)
O (0.97, 1.13, 0.94)
H (2.32, -0.07, -0.22)
C (-0.06, 0.35, 0.99)
O (-2.95, 1.09, -0.70)
H (-1.59, -1.25, -1.36)
C (-0.21, -0.90, 0.34)

=====

Entry from the Open Molecules 2025 dataset: a single C9H8S molecule (wB97M-V/def2-TZVPD).

Computed properties:
Lowest unoccupied orbital energy (alpha / beta) (eV): -0.3012 / -0.3521
HOMO-LUMO gap (alpha / beta) (eV): 7.3463 / 7.2950
Relative energy (zero: lowest compared OMol25 entry of this formula, charge and spin) (kcal per mole): 70.6

CARTESIAN COORDINATES (ANGSTROEM)
C (-0.07, -1.11, -1.93)
C (0.93, -1.08, 0.60)
C (-0.84, -0.61, -0.89)
H (-1.90, -0.32, -1.13)
C (1.65, -1.64, -0.48)
C (-0.26, -0.40, 0.42)
H (1.41, -1.06, 1.47)
H (-0.43, 0.35, 2.48)
C (-1.37, 2.21, 1.20)
H (2.47, -2.33, -0.27)
C (-0.41, 3.03, 0.97)
H (0.55, 2.60, 1.06)
H (1.66, -2.07, -2.65)
S (-2.47, 1.01, 1.39)
C (1.19, -1.67, -1.78)
H (-0.54, 4.10, 0.82)
H (-0.59, -1.03, -2.88)
C (-0.99, 0.03, 1.59)

=====

Entry from the Open Molecules 2025 dataset: a molecular structure, C41H46N3O9P3Sn (wB97M-V/def2-TZVPD).

Computed properties:
Lowest unoccupied orbital energy (eV): 4.3535
HOMO-LUMO gap (eV): 5.4508
Relative energy (zero: lowest compared OMol25 entry of this formula, charge and spin) (kcal per mole): 65.3
Net charge: -2

CARTESIAN COORDINATES (ANGSTROEM)
C (2.42, -2.68, -2.64)
C (-0.36, 2.93, 2.54)
O (-0.97, 1.29, -0.68)
Sn (0.46, -0.48, -1.03)
O (-2.79, -4.09, -0.86)
H (-0.57, -3.41, 1.74)
C (4.46, -0.66, -0.23)
H (2.00, -6.04, 2.30)
H (-3.26, -0.46, -3.74)
H (3.71, -0.27, 1.75)
C (0.81, 3.08, -0.25)
H (-3.29, 3.70, -4.88)
C (1.74, 4.15, 1.56)
N (2.31, 0.53, 0.41)
H (-2.17, -4.21, 1.78)
H (-2.27, 5.50, 0.40)
O (-1.14, -5.73, -1.92)
H (-2.82, -3.12, -0.79)
C (-2.76, 0.50, -3.85)
C (-1.46, 2.93, -4.06)
O (1.52, -6.51, 1.60)
C (-0.79, -0.47, 6.18)
H (-0.94, 3.89, -4.11)
C (-2.77, 2.84, -4.48)
C (-0.64, 2.11, 1.53)
H (1.33, -0.52, 5.80)
H (1.08, -0.10, 3.37)
H (-3.46, 2.16, 1.41)
N (1.39, 1.20, -2.54)
C (-1.06, 0.03, 3.43)
H (-4.92, -2.50, 0.59)
C (3.77, 0.83, -3.10)
H (-1.39, -6.84, -0.21)
C (-2.18, -0.06, 4.25)
C (-0.59, 2.44, -0.03)
P (1.15, -5.38, 0.49)
H (3.11, -3.27, -3.27)
C (-2.84, 0.11, 1.28)
H (3.87, 1.29, -4.09)
C (0.61, 2.05, -3.09)
H (-5.84, 1.67, 0.91)
H (2.90, 2.68, -2.40)
H (-0.81, -4.88, 2.72)
C (0.89, 4.34, -0.70)
O (1.38, -6.21, -0.85)
H (0.62, -6.13, -1.48)
H (3.19, 1.73, 1.90)
C (0.20, -0.15, 4.01)
O (1.97, -4.19, 0.72)
C (1.20, 5.18, 0.50)
O (-1.23, -6.55, 0.71)
H (2.61, 4.43, 2.16)
C (1.83, 2.87, 0.80)
C (-1.40, 0.56, -3.42)
C (3.40, -0.63, -3.36)
H (5.10, -1.88, -1.91)
O (-0.79, -0.48, -2.98)
C (-1.09, -4.38, 1.79)
H (4.69, 0.32, -0.66)
H (2.93, 1.38, -1.20)
C (4.19, -1.70, -1.31)
O (-0.44, -3.28, -1.31)
P (-1.05, 0.33, 1.59)
H (1.52, -2.46, -3.21)
H (2.52, -0.63, -4.00)
C (-3.78, 1.14, 1.24)
H (3.96, -2.64, -0.80)
H (-2.54, -2.00, 1.07)
C (-5.12, 0.86, 0.96)
H (0.21, 4.74, -1.45)
C (0.34, 4.24, 2.35)
H (-0.69, -0.67, 7.24)
H (4.75, 0.91, -2.61)
H (-0.52, 2.60, 3.56)
N (3.05, -1.42, -2.19)
C (-1.61, 3.60, -0.14)
H (2.79, -1.48, 0.84)
H (1.00, 3.06, -3.27)
C (2.47, 1.71, 1.07)
H (0.44, 4.74, 3.31)
H (-3.17, 0.07, 3.83)
C (-2.05, -0.31, 5.62)
H (-4.45, 1.50, -4.68)
C (0.34, -0.39, 5.37)
H (1.69, 6.15, 0.39)
H (2.12, -3.27, -1.78)
C (-0.76, 1.84, -3.53)
C (-1.46, 4.78, 0.48)
H (5.35, -1.00, 0.31)
C (-3.27, -1.20, 1.04)
H (-2.93, -0.37, 6.24)
P (-1.23, -4.51, -1.05)
H (4.22, -1.11, -3.92)
C (-0.23, 5.24, 1.25)
H (-6.57, -0.65, 0.50)
C (-5.53, -0.44, 0.72)
H (-0.43, 6.23, 1.67)
H (-2.51, 3.39, -0.71)
C (-3.42, 1.60, -4.36)
C (3.28, -0.50, 0.76)
C (2.75, 1.60, -2.25)
C (-4.61, -1.48, 0.77)
C (-0.70, -5.23, 0.59)

=====

Entry from the Open Molecules 2025 dataset: a gas-phase ion, C6H11N2S (charge +1) (wB97M-V/def2-TZVPD).

Computed properties:
Lowest unoccupied orbital energy (eV): -4.2691
SMILES: [NH2+]=C(/N=C\CS)C1CC1
HOMO-LUMO gap (eV): 8.7717
Relative energy (zero: lowest compared OMol25 entry of this formula, charge and spin) (kcal per mole): 73.6
Net charge: +1

CARTESIAN COORDINATES (ANGSTROEM)
H (2.42, 0.89, 2.04)
H (-2.89, 2.10, -0.03)
C (-1.23, 1.00, -1.15)
N (-0.32, 0.25, -0.86)
H (-2.30, -1.06, 0.77)
C (0.11, -0.75, -0.13)
H (-3.44, 0.85, -1.01)
S (-2.83, 0.12, 1.20)
H (0.26, -2.84, -0.29)
C (1.36, -0.58, 0.62)
C (2.71, 0.02, 0.02)
H (3.62, -0.58, 0.26)
N (-0.36, -2.00, -0.37)
H (1.51, -1.26, 1.39)
H (-1.22, -2.12, -0.96)
C (-2.50, 1.11, -0.36)
H (2.66, 0.30, -1.02)
C (1.94, 0.84, 1.03)
H (1.48, 1.73, 0.65)
H (-0.96, 1.97, -1.78)

=====

Entry from the Open Molecules 2025 dataset: a molecular structure, C34H44MnN12O3P (wB97M-V/def2-TZVPD).

Computed properties:
⟨S²⟩: 0.8001
Lowest unoccupied orbital energy (alpha / beta) (eV): -2.4990 / -2.5275
Multiplicity: 2
HOMO-LUMO gap (alpha / beta) (eV): 7.4459 / 7.3345
Relative energy (zero: lowest compared OMol25 entry of this formula, charge and spin) (kcal per mole): 0.0
Net charge: +1

CARTESIAN COORDINATES (ANGSTROEM)
H (-2.41, -0.22, -4.50)
H (0.27, -1.67, -4.57)
H (-3.15, 0.12, 5.07)
H (-3.51, 2.35, -2.38)
C (-0.90, 1.12, 3.45)
H (1.54, 3.86, -0.21)
H (-2.28, 4.34, -1.17)
N (0.89, -2.73, 1.54)
H (-1.97, 2.48, 1.18)
C (0.46, 2.44, 2.45)
C (-1.74, -2.29, 3.59)
C (-1.37, -0.28, -4.81)
H (3.73, -3.89, 4.09)
H (-0.79, 3.87, -0.34)
H (1.68, 5.44, -2.38)
H (-1.85, 2.63, 4.59)
C (-2.33, -5.10, -2.36)
C (1.19, 3.48, -3.15)
N (0.17, -3.46, 0.66)
H (1.56, 2.86, -3.97)
H (-0.29, 4.28, 3.46)
C (-2.78, 1.74, -1.83)
C (-0.84, -2.70, 0.18)
N (-2.56, -0.50, 4.54)
N (4.28, 0.17, -0.10)
N (0.07, 1.13, 2.57)
N (-1.16, 2.36, 3.91)
H (5.15, 0.68, -0.15)
C (-0.45, -0.88, -2.69)
C (-1.50, -0.16, 3.77)
C (-0.29, 3.22, 3.28)
C (3.91, -1.99, 5.08)
H (-2.66, 0.80, -2.36)
H (-1.28, -2.35, -4.06)
C (-3.77, -3.19, -2.11)
H (0.08, -4.90, -0.33)
C (3.87, -0.82, -0.96)
N (2.34, -0.52, 0.64)
H (-1.21, 1.84, -4.28)
O (0.04, 0.84, -0.37)
C (-0.68, -1.44, -4.09)
H (3.41, 1.02, 1.66)
Mn (0.58, -0.78, 1.77)
H (-1.34, -0.36, -5.89)
H (-4.67, -2.66, -2.38)
H (-3.36, 3.48, 0.74)
C (-1.74, 3.50, -0.73)
H (-4.29, 1.52, -0.26)
C (2.39, -2.43, 3.28)
O (-1.04, -1.51, 0.52)
N (-0.99, -1.21, 3.19)
H (2.44, 2.33, -0.33)
H (-4.13, -4.83, -3.47)
C (-1.74, -3.35, -0.80)
H (1.96, -4.36, 2.25)
H (3.63, 4.64, -1.13)
C (2.44, -0.32, 4.23)
P (-0.11, 1.58, -1.64)
H (-2.08, -6.06, -2.81)
O (-0.38, -5.34, -1.08)
C (-0.60, 0.94, -4.29)
C (-2.91, -2.68, -1.17)
H (0.28, 1.13, -4.92)
C (1.76, -3.30, 2.30)
H (-2.77, 0.66, 0.04)
H (4.46, -1.14, -1.80)
C (-3.21, 1.57, -0.36)
N (-0.19, 0.55, -2.93)
H (-3.50, -2.39, 4.94)
N (1.92, -1.16, 3.33)
H (4.68, -2.31, 5.76)
C (2.20, 4.57, -2.80)
C (-2.60, 2.80, 0.35)
H (0.21, 3.88, -3.43)
H (2.03, 0.68, 4.22)
C (-2.72, -1.86, 4.43)
C (2.67, -1.24, -0.48)
C (3.33, 0.31, 0.85)
C (2.03, 3.16, -0.90)
H (3.80, 0.04, 5.83)
H (-3.11, -1.73, -0.69)
N (1.10, 2.67, -1.92)
C (3.43, -0.68, 5.12)
C (3.06, 3.92, -1.73)
H (2.03, -2.02, -0.86)
H (2.76, 4.91, -3.67)
N (-1.52, 2.49, -1.78)
H (0.39, -1.35, -2.18)
H (-1.53, -3.28, 3.24)
H (1.23, 2.73, 1.76)
C (3.38, -2.87, 4.15)
C (-1.46, -4.60, -1.39)
C (-3.46, -4.41, -2.72)
H (-1.34, -1.02, -2.07)
H (3.76, 3.22, -2.18)

=====

Entry from the Open Molecules 2025 dataset: 7 unconnected molecules or ions with the total composition C7H28O7 (wB97M-V/def2-TZVPD).

Computed properties:
Lowest unoccupied orbital energy (eV): 0.3805
SMILES: CO.CO.CO.CO.CO.CO.CO
HOMO-LUMO gap (eV): 10.3951
Relative energy (zero: lowest compared OMol25 entry of this formula, charge and spin) (kcal per mole): 82.2

CARTESIAN COORDINATES (ANGSTROEM)
O (2.90, 0.59, -1.33)
O (-3.50, 2.99, 1.42)
H (5.86, -0.34, -1.29)
H (-0.91, 0.11, -1.10)
H (-1.19, -2.91, 3.33)
H (-1.57, 1.21, 2.36)
H (-0.03, -0.28, 2.74)
H (-4.04, 2.50, 2.05)
H (4.29, 0.23, 0.05)
H (-4.41, 2.05, -0.19)
O (-0.79, -0.44, 3.31)
C (6.11, -0.41, -0.23)
O (-1.43, 1.50, -4.08)
C (-0.52, -0.47, -0.26)
O (0.54, 0.19, 0.42)
H (3.35, 1.34, -1.74)
H (-1.29, 0.66, -4.54)
H (-2.87, 1.28, 0.35)
C (-3.42, 2.23, 0.24)
H (-2.67, 1.38, -2.42)
H (-3.24, 2.42, -3.75)
H (-1.16, 1.47, 4.08)
O (-0.73, -3.67, 1.43)
H (-2.91, 2.83, -0.52)
H (-3.35, 0.67, -3.92)
H (-2.57, 0.47, 3.60)
H (-1.26, -4.66, 3.19)
H (-0.19, -1.46, -0.62)
O (5.05, 0.01, 0.61)
H (6.38, -1.44, 0.00)
H (1.28, 0.28, -0.17)
C (-0.71, -3.77, 2.85)
H (-1.55, -3.23, 1.18)
C (-2.74, 1.48, -3.51)
H (3.08, -0.53, -3.08)
H (1.63, 0.46, -2.97)
H (1.78, -1.01, -1.98)
C (2.32, -0.16, -2.39)
C (-1.55, 0.76, 3.35)
H (-1.30, -0.69, 0.46)
H (6.99, 0.24, -0.10)
H (0.31, -3.86, 3.19)

=====

Entry from the Open Molecules 2025 dataset: 13 unconnected molecules or ions with the total composition C4H34N2O13 (wB97M-V/def2-TZVPD).

Computed properties:
Lowest unoccupied orbital energy (eV): 0.1326
HOMO-LUMO gap (eV): 9.3379
Relative energy (zero: lowest compared OMol25 entry of this formula, charge and spin) (kcal per mole): 139.7

CARTESIAN COORDINATES (ANGSTROEM)
C (1.51, -1.90, 1.25)
H (0.17, 0.06, 0.37)
H (3.22, -2.71, -2.30)
O (-2.58, -1.96, 2.75)
O (-2.30, 0.11, 0.86)
H (2.60, 4.59, -0.11)
H (0.74, -2.34, 1.93)
H (0.43, 2.68, 1.23)
H (-3.07, -2.77, 2.71)
H (-0.45, -1.07, 2.68)
H (0.58, 3.76, 0.34)
C (-0.14, -2.69, -0.42)
H (2.10, -0.99, 1.69)
H (-1.73, -0.94, -2.50)
H (-1.48, 0.47, 1.19)
H (-3.03, 0.75, 1.11)
H (3.42, -1.34, -0.20)
H (0.98, 0.86, 2.49)
O (2.52, 0.76, -0.40)
H (-0.32, -0.52, -1.15)
H (-2.06, 3.22, -1.42)
H (-0.20, -3.03, -1.55)
H (-3.86, 2.90, 0.90)
H (-2.63, -1.36, 1.92)
H (-1.79, 3.29, -0.02)
H (2.64, 3.03, -0.27)
O (2.16, 3.85, -0.42)
H (2.30, 1.00, -2.95)
H (-0.51, 0.04, 3.56)
H (-4.81, 1.85, 0.56)
H (-1.14, -2.24, 0.03)
O (-2.78, -0.42, -1.70)
C (0.53, -0.51, -0.49)
H (-3.03, -0.77, -0.91)
H (-2.68, 0.52, -1.36)
O (-4.21, 2.05, 1.26)
O (4.41, -1.49, -0.05)
O (-1.00, -1.43, -3.14)
H (0.72, 0.24, -3.09)
H (-1.42, -1.51, -4.05)
C (1.67, 0.30, -1.16)
H (-0.22, -3.71, 0.04)
O (-0.12, 3.32, 0.74)
H (2.15, -1.95, -1.86)
H (2.02, 1.14, 1.37)
O (-2.45, 2.87, -0.60)
O (1.52, 1.62, 1.99)
O (2.42, -2.50, -2.52)
H (2.04, -2.93, 1.33)
N (1.07, -1.88, -0.16)
H (4.60, -0.53, 0.28)
O (-0.14, -0.29, 2.71)
N (1.62, 0.50, -2.50)

=====

Entry from the Open Molecules 2025 dataset: 7 unconnected molecules or ions with the total composition CH15O7 (wB97M-V/def2-TZVPD).

Computed properties:
Lowest unoccupied orbital energy (eV): 3.5407
HOMO-LUMO gap (eV): 9.8492
Relative energy (zero: lowest compared OMol25 entry of this formula, charge and spin) (kcal per mole): 14.6
Net charge: -1

CARTESIAN COORDINATES (ANGSTROEM)
H (0.28, 3.00, 1.73)
O (-1.59, 1.31, -1.47)
H (1.00, 0.91, -1.25)
H (-1.11, 0.81, -0.79)
O (-1.89, -2.10, -2.42)
O (1.44, 1.11, -2.09)
O (-0.23, -0.33, 0.43)
H (2.78, 0.24, 1.26)
H (0.23, 0.62, 1.79)
H (-1.36, -2.38, -1.64)
H (-1.27, 2.26, 2.23)
O (-0.37, -2.75, -0.23)
H (-0.12, 2.90, 3.45)
H (-1.19, -0.33, 0.48)
H (-0.99, 1.48, -2.20)
H (2.07, 0.39, -2.16)
O (0.41, 1.12, 2.63)
C (-0.21, 2.38, 2.50)
H (0.30, -3.33, 0.12)
H (-0.24, -1.78, 0.16)
H (-2.21, -1.21, -2.23)
O (2.49, -0.63, 0.99)
H (1.52, -0.63, 0.95)